(1)
Here is a cluster of 3 separate species, C4H12O4 in total from the OMol25 dataset. Energies are from ωB97M-V/def2-TZVPD.

Geometry (Å):
O (1.902, 1.814, 1.313)
O (-4.334, 0.598, 1.872)
O (3.409, -0.963, -1.154)
O (-2.318, 0.650, 0.289)
C (1.060, -0.934, -0.439)
C (-0.182, -0.028, -0.744)
C (2.213, -0.562, -1.417)
C (-1.275, -0.220, 0.394)
H (1.624, -0.721, 0.531)
H (0.276, 1.028, -0.749)
H (1.952, -1.002, -2.436)
H (-3.256, 0.559, 1.035)
H (2.722, 1.249, 1.125)
H (-1.750, -1.222, 0.404)
H (1.117, 1.087, 1.109)
H (2.281, 0.529, -1.599)
H (-0.728, -0.272, -1.660)
H (-0.632, -0.050, 1.358)
H (0.836, -2.081, -0.431)
H (-4.917, 0.540, 1.198)

Values from the calculation:
HOMO: 0.218 eV
ΔE to the lowest compared entry with this formula, charge and spin: 193.54 kJ/mol
Electronic energy: -12528.767 eV
HOMO-LUMO gap: 6.42 eV
Multiplicity: 1
Total charge: -2
Maximum force: 4.630 eV/Å

These are the Löwdin partial charges, in e, on atoms 1 to 6: -0.187, -0.387, -0.370, -0.245, -0.243, -0.215



(2)
Here is a cluster of 11 separate species, C44H67N7O8S4 in total from the OMol25 dataset. Energies are from ωB97M-V/def2-TZVPD.

Geometry (Å):
S (-1.438, -0.170, -5.649)
S (-3.819, -1.033, 4.763)
S (3.350, -4.700, 2.118)
S (-0.451, 0.893, 7.396)
O (-4.910, -0.147, 5.210)
O (0.683, 1.129, 8.275)
O (-1.195, -0.512, -4.253)
O (3.531, -3.531, 3.004)
O (-1.906, -1.217, -6.536)
O (3.682, -6.050, 2.558)
O (-1.533, -0.018, 7.724)
O (-2.589, -0.464, 4.173)
N (-0.140, 5.590, 3.040)
N (2.129, -2.116, -4.504)
N (-1.752, 2.701, -2.245)
N (2.124, 3.062, -4.213)
N (-2.938, -3.948, -0.781)
N (4.818, -0.787, 2.253)
N (-1.145, -0.440, -0.026)
C (-0.745, 0.179, 1.120)
C (-3.630, -3.536, 3.892)
C (-1.090, 2.447, 6.770)
C (2.476, -1.970, -3.196)
C (0.114, 0.606, -6.373)
C (0.369, 0.413, 5.753)
C (0.567, 0.386, 0.901)
C (-0.972, 2.434, 5.254)
C (6.134, -0.599, 2.266)
C (-1.973, 3.896, -2.842)
C (3.050, -4.018, -0.510)
C (3.822, -1.514, -3.168)
C (-3.568, -2.530, -2.340)
C (-3.722, -3.066, -0.141)
C (1.600, -4.577, 1.295)
C (-0.422, 1.684, -7.378)
C (-3.034, 2.185, -1.976)
C (-1.329, 5.495, 2.326)
C (-3.275, 4.089, -3.106)
C (3.162, -1.661, -5.272)
C (-4.513, -2.286, 3.590)
C (6.386, 0.275, 1.279)
C (-3.997, -2.052, -1.074)
C (-2.315, 1.398, -5.830)
C (0.720, 4.683, 2.599)
C (4.180, -4.408, 0.446)
C (1.884, 3.803, -2.239)
C (-3.553, -3.625, 5.440)
C (-1.256, 4.426, 1.497)
C (4.156, -1.211, -4.530)
C (4.243, -0.277, 1.102)
C (-1.959, 1.877, -7.256)
C (-2.918, -3.668, -2.106)
C (2.045, 2.564, -2.942)
C (-3.374, -2.187, 6.103)
C (0.327, 1.744, 4.939)
C (5.261, 0.463, 0.486)
C (0.016, 3.838, 1.715)
C (-0.144, -0.657, -0.933)
C (-3.957, 3.105, -2.395)
C (1.824, -4.904, -0.192)
C (1.739, 4.906, -3.065)
C (0.996, -0.168, -0.341)
C (1.706, 4.327, -4.362)
H (1.904, 3.954, -1.169)
H (1.722, -2.292, -2.494)
H (-0.263, 1.220, -8.351)
H (4.937, -0.624, -4.989)
H (-2.446, 1.187, -7.950)
H (-0.837, 3.460, 4.908)
H (3.078, -1.623, -6.348)
H (4.326, -1.238, -2.254)
H (-0.302, -1.085, -1.910)
H (3.443, -4.093, -1.524)
H (0.152, 2.597, -7.228)
H (1.394, 0.187, 6.044)
H (-2.394, -4.728, -0.450)
H (-3.158, 1.147, -1.708)
H (-3.767, 4.906, -3.612)
H (-3.754, -3.199, 0.930)
H (1.318, -2.577, -4.885)
H (2.727, -2.983, -0.391)
H (-3.361, 1.267, -5.560)
H (-4.020, -4.519, 3.622)
H (-5.543, -2.408, 3.927)
H (6.775, -0.980, 3.046)
H (-5.023, 2.965, -2.293)
H (4.380, -1.402, 2.923)
H (1.735, 4.547, 2.937)
H (-1.502, 0.362, 1.866)
H (2.366, 1.569, -2.678)
H (-2.316, -2.029, 6.310)
H (1.654, 5.905, -2.669)
H (0.415, 1.459, 3.890)
H (-1.829, 1.980, 4.761)
H (5.176, 1.167, -0.327)
H (-0.131, -0.472, 5.363)
H (-4.020, -1.946, 6.944)
H (-2.097, -0.720, -0.214)
H (2.188, -5.923, -0.330)
H (-1.825, 2.140, -5.197)
H (-0.817, 2.341, -2.136)
H (-3.949, -2.018, -3.210)
H (0.033, 6.136, 3.868)
H (-0.451, 3.128, 7.333)
H (7.402, 0.619, 1.142)
H (0.984, -4.642, -0.833)
H (1.887, 4.673, -5.369)
H (-2.257, 2.820, -7.712)
H (-2.081, 3.995, 0.951)
H (1.989, -0.240, -0.757)
H (3.196, -0.423, 0.896)
H (4.872, -3.564, 0.452)
H (0.853, -5.154, 1.839)
H (0.900, -0.099, -6.637)
H (-4.512, -1.808, 2.612)
H (-4.478, -3.966, 5.908)
H (-2.708, -3.503, 3.312)
H (-1.228, 4.374, -3.464)
H (-4.659, -1.218, -0.895)
H (-2.866, -4.398, 5.783)
H (4.832, -5.235, 0.168)
H (1.280, -3.545, 1.450)
H (0.421, 1.003, -5.403)
H (0.295, 2.927, 1.208)
H (-2.080, 2.568, 7.210)
H (-2.115, 6.192, 2.572)
H (1.226, 2.291, 5.223)
H (-2.233, -4.324, -2.623)
H (1.198, 0.840, 1.652)
H (2.432, 2.508, -4.998)

Values from the calculation:
HOMO: -8.034 eV
ΔE to the lowest compared entry with this formula, charge and spin: 314.06 kJ/mol
Electronic energy: -116859.193 eV
SMILES: O=S1(=O)CCCC1.O=S1(=O)CCCC1.O=S1(=O)CCCC1.O=S1(=O)CCCC1.c1cc[nH]c1.c1cc[nH]c1.c1cc[nH]c1.c1cc[nH]c1.c1cc[nH]c1.c1cc[nH]c1.c1cc[nH]c1
HOMO-LUMO gap: 8.07 eV
Multiplicity: 1
Maximum force: 3.802 eV/Å

These are the Löwdin partial charges, in e, on atoms 1 to 6: 0.676, 0.719, 0.759, 0.704, -0.350, -0.347



(3)
Here is the ion C5H13N2O with charge +1 from the OMol25 dataset. Energies are from ωB97M-V/def2-TZVPD.

Geometry (Å):
O (-0.120, 2.569, 1.016)
N (1.098, -1.628, -0.638)
N (-0.331, 0.576, -1.418)
C (-0.166, -0.219, 0.913)
C (-1.079, 0.533, 0.050)
C (-1.204, 1.967, 0.505)
C (1.818, -2.614, -0.948)
C (0.207, -1.675, 0.527)
H (-0.775, -0.135, -2.028)
H (-0.436, 1.536, -1.971)
H (0.679, 0.335, -1.153)
H (-2.183, 2.145, 1.110)
H (-1.515, 2.676, -0.316)
H (2.109, -3.486, -0.548)
H (-0.091, 2.714, 1.995)
H (-0.758, -0.301, 1.900)
H (0.605, -2.245, 1.404)
H (-1.994, -0.032, -0.203)
H (0.799, 0.204, 1.287)
H (-0.760, -2.154, 0.338)
H (2.446, -2.396, -1.840)

Values from the calculation:
HOMO: -13.907 eV
ΔE to the lowest compared entry with this formula, charge and spin: 323.56 kJ/mol
Electronic energy: -10414.842 eV
SMILES: C=NCC[C@H]([NH3+])CO
HOMO-LUMO gap: 10.88 eV
Multiplicity: 1
Total charge: +1
Maximum force: 5.477 eV/Å

These are the Löwdin partial charges, in e, on atoms 1 to 6: -0.028, -0.049, 0.174, -0.201, -0.223, -0.316